The following is a quantum chemistry calculation of a 2-piece molecular cluster, C3H4 overall at a distorted geometry, from the Open Molecules 2025 dataset.

Geometry as XYZ:
```
7
Properties=species:S:1:pos:R:3:nbo_charge:R:1
C 2.137 -0.122 -0.034 -0.441
C 0.955 0.016 0.029 -0.117
C -1.482 -0.010 0.002 -0.265
H 3.141 0.181 0.117 0.230
H -1.682 0.730 0.663 0.182
H -1.335 0.183 -1.068 0.223
H -1.734 -0.978 0.290 0.188
```

## Properties
LUMO level   -1.0 eV
Net charge   0
Kohn-Sham gap   8.8404 eV
Energy relative to the best compared isomer or geometry (same formula, charge and spin)   98.6 kcal/mol
Max |F|   5.674 eV/Å